Record 1
The following is a DFT calculation (ωB97M-V/def2-TZVPD) of a cluster of 7 separate species, C24H66N4O11 in total in a non-equilibrium geometry.

The value obtained for the HOMO energy is -8.37 eV. The energy above the lowest of the compared OMol25 structures with the same formula, charge and spin comes out at 59.0 kcal per mole. The total energy is -54435.2940 eV. Its HOMO-LUMO gap is 0.317 Eh. Its net charge is 0. The maximum force is 0.029 hartree/bohr.

Each line ends with the Löwdin charge.
Cartesian coordinates (Å):
C  0.6219  9.9957  7.5649  -0.1333
O  1.0563  9.3011  8.7048  -0.2024
C  0.9526  7.8804  8.5410  -0.2116
C  0.6093  7.2804  9.8866  -0.2034
N  -0.8130  7.5068  10.1601  -0.0619
C  -1.2505  7.0298  11.4695  -0.1945
C  -0.6237  7.8228  12.6027  -0.2589
O  -1.3109  7.6553  13.8245  -0.1730
C  -0.6788  8.4026  14.8427  -0.1102
H  0.7817  11.0666  7.6712  0.0757
H  -0.4401  9.8377  7.3182  0.0885
H  1.1479  9.6371  6.6655  0.0895
H  1.9469  7.5556  8.2188  0.1237
H  0.1850  7.6123  7.8130  0.1208
H  1.1842  7.8621  10.6212  0.1065
H  0.9054  6.2352  9.9508  0.1256
H  -0.9675  8.5079  10.1064  0.0991
H  -1.0333  5.9620  11.5394  0.1143
H  -2.3344  7.1680  11.5057  0.1205
H  -0.6565  8.8782  12.3002  0.1027
H  0.4314  7.5569  12.7194  0.0846
H  -1.0066  9.4422  14.7728  0.0870
H  0.4140  8.3502  14.7473  0.0697
H  -0.8518  7.9878  15.8367  0.0874
C  3.6908  17.4974  19.6981  -0.1258
O  3.5516  16.5382  18.6868  -0.1806
C  4.7785  16.0530  18.1941  -0.2378
C  4.5461  14.7231  17.5313  -0.2159
N  4.2120  13.6807  18.4679  -0.0604
C  3.9448  12.3880  17.8852  -0.2203
C  2.5395  12.2242  17.3360  -0.2503
O  2.3693  12.7943  16.0668  -0.1937
C  1.5944  11.9995  15.1735  -0.0929
H  4.2559  18.3911  19.3990  0.0860
H  4.3384  17.0820  20.4949  0.0846
H  2.7224  17.7187  20.1305  0.0857
H  5.4747  15.8776  19.0354  0.1176
H  5.2634  16.8204  17.5824  0.1244
H  5.3932  14.4699  16.8709  0.1204
H  3.7045  14.7877  16.8341  0.1194
H  4.7614  13.5953  19.3078  0.1096
H  4.0440  11.6263  18.6667  0.1177
H  4.6643  12.0254  17.1324  0.1214
H  1.7669  12.5086  18.0657  0.1280
H  2.3339  11.1361  17.3147  0.1100
H  0.5507  12.0234  15.5002  0.0904
H  1.9143  10.9538  15.2438  0.0687
H  1.8372  12.3353  14.1723  0.0753
C  1.2163  5.0497  14.2222  -0.0925
O  2.6157  5.1713  14.1593  -0.1758
C  3.1474  6.4722  14.1991  -0.2342
C  3.5513  6.8703  15.6046  -0.1826
N  4.7531  6.1579  16.1003  -0.0469
C  5.9603  6.6905  15.5004  -0.2456
C  7.1460  5.7493  15.6648  -0.2255
O  6.8633  4.6110  14.8744  -0.1931
C  7.9326  3.7008  14.8088  -0.1189
H  0.8016  5.3844  13.2678  0.0768
H  0.7467  5.5707  15.0663  0.0880
H  0.9404  4.0098  14.3992  0.0901
H  2.4817  7.2511  13.7932  0.1028
H  3.9694  6.4689  13.4802  0.1040
H  2.7374  6.6252  16.2918  0.1157
H  3.7772  7.9322  15.7286  0.1142
H  4.6679  5.1962  15.7761  0.1030
H  6.2114  7.6786  15.9076  0.1194
H  5.8625  6.9181  14.4234  0.1029
H  7.2121  5.5401  16.7389  0.1285
H  8.0403  6.2378  15.2647  0.1221
H  8.8773  4.1281  14.4516  0.0853
H  7.6399  2.8694  14.1719  0.0866
H  8.1413  3.2953  15.8103  0.0892
C  1.9770  13.3949  10.5403  -0.0980
O  2.8977  14.4486  10.3625  -0.2036
C  4.2294  14.1023  10.7029  -0.2232
C  5.0940  15.3086  10.4151  -0.2096
N  4.9353  15.6868  9.0121  -0.0651
C  5.2906  17.0700  8.7354  -0.2168
C  4.7087  17.4600  7.3783  -0.2413
O  3.3082  17.6018  7.5261  -0.1852
C  2.7569  18.1801  6.3642  -0.1219
H  2.3299  12.7286  11.3319  0.0732
H  1.8753  12.8293  9.6062  0.0840
H  1.0038  13.8191  10.7777  0.0842
H  4.5551  13.2622  10.0784  0.1284
H  4.2325  13.8638  11.7713  0.1237
H  6.1569  15.1803  10.6152  0.1193
H  4.7219  16.1244  11.0574  0.1182
H  3.9637  15.5727  8.7477  0.0957
H  6.3559  17.2899  8.8166  0.1171
H  4.7938  17.7419  9.4592  0.1195
H  4.9298  16.6405  6.6830  0.1248
H  5.2038  18.3697  7.0232  0.1195
H  3.1006  19.2146  6.2265  0.0863
H  1.6877  18.3111  6.5422  0.0872
H  2.9560  17.6029  5.4606  0.0879
O  -0.7237  11.3902  11.8256  -0.0411
H  -0.9034  11.5893  10.9003  0.0494
H  -1.4104  11.8544  12.3157  0.0560
O  4.3299  8.6184  11.8262  -0.0467
H  4.9279  7.9758  11.4317  0.0499
H  4.6902  8.7858  12.7041  0.0415
O  1.9193  9.9769  12.7107  -0.0652
H  1.2023  10.4898  12.3167  -0.0023
H  2.5419  9.8271  11.9864  0.0129



Record 2
The following is a DFT calculation (ωB97M-V/def2-TZVPD) of a cluster of 6 separate species, C24H66N6O6 in total in a non-equilibrium geometry.

The value obtained for the HOMO energy is -9.08 eV. The energy above the lowest of the compared OMol25 structures with the same formula, charge and spin comes out at 115.3 kcal per mole. The total energy is -47176.7162 eV. Its HOMO-LUMO gap is 0.353 Eh. Its net charge is 0. The maximum force is 0.047 hartree/bohr.

Each line ends with the Löwdin charge.
Cartesian coordinates (Å):
C  3.9725  -1.2552  -9.2188  -0.0911
O  3.0022  -1.5675  -8.2452  -0.2108
C  1.6400  -1.5795  -8.5343  -0.1949
C  1.0476  -0.1233  -8.2167  -0.3670
C  0.9494  0.0841  -6.6295  -0.0643
N  -0.3115  -0.0137  -8.7554  0.0019
H  4.2046  -2.1027  -9.8639  0.0877
H  4.8670  -0.8968  -8.7096  0.0872
H  3.5746  -0.3616  -9.6997  0.0823
H  1.4101  -1.8840  -9.5553  0.1171
H  1.1224  -2.3098  -7.9124  0.1185
H  1.5477  0.6835  -8.7524  0.1242
H  0.5218  1.0383  -6.3217  0.0597
H  1.9094  0.1168  -6.1143  0.0625
H  0.3430  -0.6380  -6.0828  0.0685
H  -0.7151  0.8261  -8.3657  0.0603
H  -0.8333  -0.7032  -8.2333  0.0583
C  -0.6373  0.4335  3.6169  -0.0831
O  -0.5615  1.2633  2.4504  -0.1993
C  0.6216  1.9933  2.2041  -0.2318
C  0.5792  2.9019  0.9709  -0.4154
C  1.8609  3.8547  0.7288  -0.0369
N  -0.5767  3.7602  0.9596  0.0177
H  -1.1303  1.0073  4.4016  0.0868
H  0.3782  0.2131  3.9463  0.0765
H  -1.0258  -0.5717  3.4531  0.0850
H  0.8433  2.6554  3.0412  0.1223
H  1.4728  1.3258  2.0697  0.1210
H  0.3240  2.2163  0.1629  0.1298
H  1.7327  4.4733  -0.1595  0.0644
H  2.7652  3.2773  0.5363  0.0631
H  1.9943  4.6170  1.4963  0.0661
H  -0.4519  4.5136  1.6206  0.0678
H  -1.3598  3.1703  1.2023  0.0658
C  2.1400  -5.6921  -0.9229  -0.0527
O  2.0459  -7.1456  -1.1412  -0.1862
C  0.8271  -7.6548  -1.5768  -0.2623
C  1.0471  -9.1528  -1.6025  -0.4315
C  2.2632  -9.5515  -2.4949  -0.0437
N  -0.1919  -9.9143  -1.8378  0.0271
H  3.1011  -5.4812  -0.4539  0.0820
H  1.3527  -5.1958  -0.3555  0.0808
H  2.1410  -5.2579  -1.9227  0.0810
H  -0.0503  -7.4724  -0.9563  0.1187
H  0.3372  -7.3200  -2.4910  0.1222
H  1.1678  -9.4201  -0.5527  0.1320
H  2.5393  -10.5286  -2.0984  0.0647
H  3.1512  -8.9303  -2.3789  0.0720
H  1.9484  -9.7938  -3.5100  0.0718
H  0.0723  -10.8836  -1.9420  0.0632
H  -0.5568  -9.7070  -2.7565  0.0607
C  3.9183  9.8691  -4.4298  -0.1329
O  3.0574  10.8297  -3.9126  -0.2126
C  2.1564  11.4868  -4.8425  -0.1676
C  1.3372  12.5373  -4.1023  -0.4643
C  0.4966  13.4915  -4.9624  -0.0636
N  2.0646  13.3842  -3.1837  0.0388
H  4.5683  10.2744  -5.2053  0.0881
H  3.3793  9.0949  -4.9758  0.0760
H  4.2970  9.2962  -3.5834  0.0946
H  2.7494  11.8863  -5.6652  0.1232
H  1.4890  10.7151  -5.2262  0.1238
H  0.6368  11.9592  -3.4995  0.1327
H  -0.0643  14.2444  -4.4088  0.0800
H  -0.2008  12.8376  -5.4860  0.0737
H  1.1794  13.9756  -5.6607  0.0744
H  2.6549  12.7092  -2.7189  0.0638
H  2.5422  14.1072  -3.7026  0.0718
C  -6.7925  -0.3264  7.2085  -0.1501
O  -6.1785  0.6072  6.3852  -0.1907
C  -7.1106  1.5286  5.8205  -0.1740
C  -6.3947  2.5772  4.8703  -0.4259
C  -5.5695  3.5159  5.7351  -0.0745
N  -7.2772  3.2279  3.9158  0.0349
H  -6.0923  -1.0569  7.6137  0.0883
H  -7.6633  -0.8656  6.8356  0.0854
H  -7.1669  0.1413  8.1191  0.0807
H  -7.7120  0.8498  5.2158  0.1207
H  -7.6191  2.0302  6.6439  0.1194
H  -5.6576  1.9770  4.3368  0.1296
H  -4.5680  3.1138  5.8884  0.0788
H  -6.1116  3.8222  6.6298  0.0756
H  -5.4218  4.4855  5.2597  0.0662
H  -6.7388  3.9132  3.4054  0.0674
H  -7.9489  3.7666  4.4437  0.0685
C  -0.8525  -8.7227  5.9760  -0.1212
O  -0.1143  -8.6780  7.1659  -0.2169
C  0.3566  -7.3891  7.6411  -0.1627
C  1.4628  -6.8069  6.7084  -0.4076
C  2.4698  -7.7900  6.1499  -0.0756
N  2.2408  -5.6301  7.2119  0.0224
H  -0.2638  -8.3989  5.1177  0.0795
H  -1.7612  -8.1232  6.0305  0.0847
H  -1.1541  -9.7652  6.0777  0.0984
H  -0.4305  -6.6911  7.9263  0.1193
H  0.7590  -7.6694  8.6146  0.1159
H  0.7848  -6.4258  5.9448  0.1234
H  3.2917  -8.1217  6.7843  0.0817
H  3.0214  -7.4185  5.2862  0.0725
H  1.9457  -8.6261  5.6869  0.0636
H  2.7396  -5.2365  6.4268  0.0600
H  2.8491  -5.8297  7.9931  0.0626



Q: The lowest energy above the lowest of the compared OMol25 structures with the same formula, charge and spin belongs to which entry?
A: C24H66N4O11



Q: Among the records above, which one has the highest HOMO-LUMO gap?
A: C24H66N6O6



Q: HOMO-LUMO gap of number 1 (C24H66N4O11)?
A: 0.317 Eh